A cluster of 14 separate species, C4H32N2O13 in total. Source: the OMol25 dataset; level of theory: the ωB97M-V functional and the def2-TZVPD basis.

Energy relative to the best compared isomer or geometry (same formula, charge and spin) ... 5.301 eV
Calculated total energy ... -34263.40487 eV
Gap between HOMO and LUMO ... 9.0 eV
Net charge ... 0
HOMO ... -8.82 eV

Each line ends with the Mulliken charge.
Cartesian coordinates (Å):
C 2.277 -0.191 1.627  -1.62
C 1.093 -0.111 0.658  0.33
C 0.953 0.870 -0.390  -0.99
N -0.390 0.542 -0.958  0.48
C -0.913 -0.521 -0.244  -1.38
N -0.135 -0.857 0.783  0.94
H 3.051 -0.901 1.429  0.33
H 2.602 0.908 1.791  0.33
H 1.863 -0.536 2.543  0.47
H 1.608 1.652 -0.705  0.43
H -0.881 1.040 -1.717  0.29
H -1.960 -0.607 -0.261  0.63
H 2.087 -1.087 -1.472  0.30
H 1.509 -1.999 -2.524  0.50
O 2.270 -1.271 -2.351  -0.83
H 0.972 -2.256 1.936  0.31
H 0.878 -3.416 2.901  0.30
O 1.314 -3.164 2.114  -0.76
H -0.895 -0.916 2.487  0.34
H -1.085 -2.080 3.518  0.37
O -0.614 -1.221 3.516  -0.69
H -1.392 -2.543 1.577  0.24
H -1.622 -4.046 1.530  0.34
O -2.039 -3.202 1.914  -0.68
H 1.376 4.484 -2.759  0.32
H 0.959 3.034 -2.583  0.33
O 0.560 3.955 -2.656  -0.65
H -2.475 3.781 -2.146  0.28
H -1.293 3.200 -1.387  0.31
O -2.221 3.202 -1.519  -0.64
H 1.236 4.867 1.990  0.25
H 2.379 4.363 0.971  0.29
O 1.703 4.223 1.608  -0.54
H -2.310 1.647 1.246  0.19
H -2.729 2.216 -0.079  0.39
O -2.750 1.453 0.472  -0.55
H 2.158 0.366 -2.693  0.46
H 1.928 1.076 -4.093  0.27
O 1.930 1.303 -3.061  -0.68
H 0.854 -4.164 0.643  0.31
H 0.533 -5.045 -0.742  0.31
O 0.409 -4.329 -0.084  -0.63
H -0.798 -2.641 -2.430  0.32
H 0.305 -3.322 -1.488  0.41
O 0.177 -2.753 -2.305  -0.73
H 0.483 2.600 2.803  0.23
H -0.389 1.429 3.114  0.28
O -0.317 2.135 2.533  -0.54
H -3.843 -0.034 -1.019  0.35
H -4.285 -0.387 -2.494  0.32
O -4.129 -0.749 -1.543  -0.65

A cluster of 13 separate species, C4H32NO14 in total. Source: the OMol25 dataset; level of theory: the ωB97M-V functional and the def2-TZVPD basis.

Energy relative to the best compared isomer or geometry (same formula, charge and spin) ... 2.093 eV
Calculated total energy ... -34826.87883 eV
Gap between HOMO and LUMO ... 9.3 eV
Net charge ... -1
HOMO ... -6.73 eV

Each line ends with the Mulliken charge.
Cartesian coordinates (Å):
C -0.851 -1.824 -0.669  -1.11
O -2.156 -2.076 -0.135  -0.74
C -0.310 -0.496 -0.193  2.13
C 0.289 0.357 -1.343  -0.02
C 0.557 1.735 -0.822  0.08
N -0.094 2.773 -1.383  -0.27
O 1.316 1.916 0.126  -0.89
H -0.192 -2.606 -0.269  0.24
H -0.936 -1.945 -1.741  0.51
H -1.042 0.180 0.243  -0.09
H 0.416 -0.566 0.618  -0.99
H 1.081 -0.091 -1.935  0.43
H -0.590 0.446 -1.983  -0.07
H -0.077 3.614 -0.833  0.29
H -0.921 2.620 -1.933  0.22
H 2.001 -1.303 1.760  0.52
H 2.335 -1.657 0.348  0.16
O 2.167 -2.103 1.176  -0.65
H -3.039 -1.841 2.680  0.10
H -2.145 -1.804 0.856  0.44
O -2.313 -1.306 2.318  -1.16
H -0.368 1.480 2.815  0.34
H 0.287 2.325 1.641  0.33
O -0.457 2.281 2.274  -0.69
H 0.000 -1.617 4.290  0.36
H -1.244 -1.083 3.579  0.40
O -0.422 -0.777 4.072  -0.81
H -2.982 -0.608 -1.353  0.35
H -3.457 0.803 -1.084  0.33
O -3.312 0.185 -1.814  -0.76
H -1.044 -2.642 2.496  0.52
H 0.204 -3.475 2.030  0.30
O -0.415 -3.359 2.765  -0.71
H 0.803 -0.148 3.151  0.44
H 1.625 0.737 2.052  0.27
O 1.695 0.032 2.721  -0.81
H 3.481 -1.628 -1.501  0.27
H 4.335 -0.250 -1.574  0.35
O 3.744 -0.861 -2.038  -0.61
H 1.347 1.753 -3.422  0.32
H 2.595 0.989 -3.637  0.33
O 2.295 1.834 -3.297  -0.69
H -2.411 0.787 -3.166  0.38
H -1.524 0.291 -4.230  0.29
O -1.662 1.137 -3.760  -0.66
H -2.937 0.025 1.507  0.36
H -3.464 1.503 1.589  0.27
O -3.310 0.772 0.971  -0.64
H 3.632 1.572 -0.596  0.33
H 3.356 2.039 -1.978  0.44
O 4.112 1.880 -1.390  -0.75

A cluster of 13 separate species, C4H32NO14 in total. Source: the OMol25 dataset; level of theory: the ωB97M-V functional and the def2-TZVPD basis.

Energy relative to the best compared isomer or geometry (same formula, charge and spin) ... 2.989 eV
Calculated total energy ... -34825.98326 eV
Gap between HOMO and LUMO ... 9.6 eV
Net charge ... -1
HOMO ... -7.20 eV

Each line ends with the Mulliken charge.
Cartesian coordinates (Å):
C 2.702 -2.466 0.477  -1.67
C 1.500 -1.913 -0.270  0.86
C 1.855 -0.997 -1.460  -1.20
C 0.666 -0.068 -1.793  0.33
O -0.487 -0.494 -1.892  -0.46
O 0.925 1.198 -1.868  -0.93
N 0.631 -1.312 0.784  -0.22
H 2.869 -1.996 1.443  0.31
H 3.674 -2.516 -0.004  0.41
H 2.549 -3.543 0.643  0.36
H 0.827 -2.672 -0.650  0.25
H 2.684 -0.256 -1.390  0.51
H 2.355 -1.468 -2.305  0.56
H 0.764 -0.305 0.824  0.04
H -0.350 -1.406 0.547  0.08
H 1.966 0.906 -0.102  0.08
H 2.847 2.143 0.334  0.32
O 2.440 1.326 0.631  -0.61
H 0.785 4.155 1.184  0.32
H 2.225 4.453 1.246  0.31
O 1.494 4.219 1.844  -0.62
H -1.299 -1.438 -4.374  0.28
H -1.254 -1.650 -2.780  0.48
O -1.529 -2.016 -3.649  -0.68
H -2.589 -1.125 -1.718  0.20
H -3.910 -1.903 -1.433  0.35
O -3.270 -1.272 -1.047  -0.70
H -4.460 -0.165 0.166  0.34
H -3.550 1.128 0.474  0.30
O -4.395 0.689 0.631  -0.64
H 3.054 2.982 -1.596  0.33
H 2.078 3.876 -0.866  0.38
O 3.033 3.764 -1.008  -0.75
H -1.918 2.037 -2.660  0.28
H -0.299 1.970 -2.547  0.46
O -1.084 2.316 -3.069  -0.76
H 0.589 2.683 -0.654  0.43
H -0.360 3.580 -1.619  0.36
O 0.387 3.577 -1.002  -0.75
H -1.235 -2.683 3.623  0.34
H 0.249 -2.729 3.176  0.31
O -0.410 -3.200 3.699  -0.68
H -2.861 -2.386 0.277  0.50
H -1.439 -3.035 0.334  0.26
O -2.312 -3.027 0.778  -0.65
H 1.339 2.605 3.731  0.30
H 1.877 1.608 2.742  0.36
O 1.571 1.672 3.653  -0.67
H -3.603 -2.364 2.519  0.31
H -3.513 -0.813 2.849  0.32
O -3.805 -1.672 3.149  -0.64

- Number 1 is which compound?
  C4H32N2O13